The following is a DFT calculation (wB97M-V/def2-TZVPD) of a molecular structure, C5H11NPYb in a non-equilibrium geometry.

CARTESIAN COORDINATES (ANGSTROEM)
C: -0.514 0.162 -1.573
C: -1.259 1.355 -1.475
C: -0.378 2.419 -1.107
C: 0.950 1.899 -1.016
C: 0.913 0.512 -1.292
Yb: -0.167 -1.493 2.521
P: -0.323 -3.174 0.435
H: -0.873 -0.834 -1.838
H: -2.325 1.460 -1.653
H: -0.668 3.457 -0.943
H: 1.758 -0.175 -1.355
H: 1.839 2.485 -0.773
H: 0.806 -3.936 -0.023
H: -1.331 -4.023 -0.118
H: -0.367 -3.772 1.772
N: 0.401 0.625 2.175
H: 0.269 0.883 1.184
H: -0.123 1.330 2.709
H: 1.392 0.819 2.368

Output
HOMO level (alpha / beta) (eV): -5.7783 / -5.8004
Spin multiplicity: 2
⟨S²⟩: 0.751
Net charge: 0
Orbital gap (alpha / beta) (Ha): 0.1879 / 0.1729

The following is a DFT calculation (wB97M-V/def2-TZVPD) of a gas-phase ion, C5H11NS2 (charge -2) in a non-equilibrium geometry.

CARTESIAN COORDINATES (ANGSTROEM)
C: -1.938 0.255 -0.239
C: -2.839 -0.916 0.144
S: -4.526 -0.495 0.776
C: -0.446 -0.160 -0.403
N: 0.460 0.821 0.183
C: 1.851 0.817 -0.301
C: 2.830 -0.118 0.402
S: 4.597 0.410 0.203
H: -2.254 0.506 -1.256
H: -1.983 1.178 0.328
H: -2.940 -1.554 -0.738
H: -2.405 -1.495 0.960
H: -0.123 -0.258 -1.438
H: -0.373 -1.149 0.083
H: 0.504 0.745 1.191
H: 2.231 1.808 -0.042
H: 1.961 0.826 -1.394
H: 2.673 -0.068 1.481
H: 2.722 -1.151 0.060

Output
HOMO level (eV): -0.3701
Net charge: -2
Orbital gap (Ha): 0.2211

The following is a DFT calculation (wB97M-V/def2-TZVPD) of a single C5H11NSSi molecule in a non-equilibrium geometry.

CARTESIAN COORDINATES (ANGSTROEM)
C: 0.554 -2.939 2.374
C: -1.839 0.098 -1.048
C: 1.096 1.532 1.209
C: 1.650 -1.181 -0.217
C: -1.383 -0.468 0.299
N: 0.374 -3.967 1.901
Si: 0.406 -0.176 0.743
S: 0.698 -1.459 2.983
H: -1.964 1.187 -1.004
H: -0.921 -0.023 -1.778
H: -2.726 -0.493 -1.292
H: 2.253 1.517 1.261
H: 0.738 2.317 0.619
H: 0.829 1.738 2.329
H: 1.123 -1.437 -1.259
H: 2.592 -0.622 -0.264
H: 1.868 -2.167 0.283
H: -1.704 -1.489 0.368
H: -2.026 -0.101 1.032

Output
HOMO level (eV): -8.9612
Net charge: 0
Orbital gap (Ha): 0.3405

The following is a DFT calculation (wB97M-V/def2-TZVPD) of a gas-phase ion, C5H11O (charge -2) in a non-equilibrium geometry.

CARTESIAN COORDINATES (ANGSTROEM)
C: -2.139 0.860 1.089
O: -3.130 1.211 0.213
C: -1.201 -0.248 0.550
C: -0.087 0.338 -0.359
C: 0.916 -0.720 -0.868
C: 2.380 -0.415 -0.600
H: -2.573 0.468 2.048
H: -1.483 1.735 1.312
H: -0.647 -0.694 1.389
H: -1.755 -0.905 -0.106
H: -0.619 0.913 -1.117
H: 0.498 1.032 0.224
H: 0.688 -1.641 -0.319
H: 0.745 -0.917 -1.922
H: 3.054 -1.153 -1.063
H: 2.703 0.579 -0.937
H: 2.650 -0.441 0.465

Output
HOMO level (alpha / beta) (eV): 4.0468 / 0.2874
Spin multiplicity: 2
⟨S²⟩: 0.751
Net charge: -2
Orbital gap (alpha / beta) (Ha): 0.1190 / 0.2544

The following is a DFT calculation (wB97M-V/def2-TZVPD) of 2 unconnected molecules or ions with the total composition C5H11O2.

CARTESIAN COORDINATES (ANGSTROEM)
C: -0.601 -1.736 0.180
C: -0.231 -3.170 -0.289
C: 0.504 -0.728 -0.111
H: -1.540 -1.476 -0.320
H: -0.753 -1.822 1.251
H: 0.838 -3.252 -0.517
H: -0.782 -3.496 -1.173
H: 0.188 0.307 -0.275
H: 1.202 -0.611 0.728
H: -0.419 -3.902 0.498
H: 1.089 -1.012 -0.985
C: -0.432 2.991 -0.291
C: 0.745 2.975 0.743
O: 1.841 2.575 0.288
O: 0.456 3.379 1.885
H: -0.673 4.024 -0.532
H: -1.327 2.499 0.110
H: -0.104 2.455 -1.190

Output
HOMO level (eV): -3.8717
Net charge: -1
Orbital gap (Ha): 0.2715

The following is a DFT calculation (wB97M-V/def2-TZVPD) of 2 unconnected molecules or ions with the total composition C5H11O2 in a non-equilibrium geometry.

CARTESIAN COORDINATES (ANGSTROEM)
C: 2.861 -0.656 0.793
C: 1.907 0.221 1.612
C: 3.219 -1.985 1.457
H: 3.788 -0.086 0.681
H: 2.453 -0.830 -0.208
H: 1.931 1.220 1.174
H: 0.880 -0.145 1.569
H: 4.082 -2.425 0.956
H: 2.222 0.239 2.660
H: 2.365 -2.662 1.393
H: 3.336 -1.809 2.525
C: -2.577 1.174 0.117
C: -2.146 0.618 -1.265
O: -2.388 1.365 -2.240
O: -1.581 -0.505 -1.275
H: -3.282 0.567 0.699
H: -2.960 2.176 -0.079
H: -1.691 1.294 0.747

Output
HOMO level (eV): -3.7240
Net charge: -1
Orbital gap (Ha): 0.2647

The following is a DFT calculation (wB97M-V/def2-TZVPD) of 2 unconnected molecules or ions with the total composition C5H11O2 in a non-equilibrium geometry.

CARTESIAN COORDINATES (ANGSTROEM)
C: 0.343 -1.347 0.216
C: 0.615 -1.465 -1.272
C: 1.340 -0.309 0.819
O: 0.833 0.843 1.021
O: 2.520 -0.650 1.012
H: -0.680 -0.986 0.380
H: 0.385 -2.298 0.746
H: 1.421 -2.211 -1.400
H: 1.038 -0.561 -1.693
H: -0.195 -1.931 -1.834
C: -2.095 1.871 -0.062
C: -2.640 0.926 -1.105
H: -2.885 2.114 0.665
H: -1.256 1.471 0.507
H: -1.747 2.850 -0.405
H: -2.956 -0.011 -0.631
H: -1.865 0.594 -1.800
H: -3.528 1.261 -1.645

Output
HOMO level (eV): -3.8875
Net charge: -1
Orbital gap (Ha): 0.2849

ΔE to the lowest compared entry with this formula, charge and spin in kJ/mol, matching the order above: 213.3; 41.8; 151.9; 0.0; 36.1; 29.6; 30.3
Electronic energy in eV, matching the order above: -47666.4794; -28523.0782; -25565.9173; -7406.0261; -9459.6547; -9459.7219; -9459.7146